(1)
C19H22CrN5S3Te | wB97M-V/def2-TZVPD

XYZ file:
```
51
Properties=species:S:1:pos:R:3:mulliken_charge:R:1
Cr 0.5662 0.6535 0.9666 0.638
S 2.5184 1.7330 1.2474 -0.080
C 2.4384 2.4543 2.8266 0.318
C 3.5209 3.2654 3.1949 -0.038
N 4.4314 3.9234 3.4394 -0.494
C 1.3567 2.2334 3.6423 0.656
S 0.0419 1.2130 3.1628 -0.423
C 1.2515 2.8209 4.9119 -0.093
N 1.1373 3.2833 5.9568 -0.466
C 4.5810 0.7434 -1.1328 -1.045
N 4.2748 -0.6397 -0.9094 0.178
C 5.3192 -1.5829 -0.5503 -0.571
C 4.5512 -2.8880 -0.2905 -0.547
N 3.1761 -2.4275 -0.2639 -0.128
C 3.0665 -1.1540 -0.6938 0.249
S 1.5913 -0.4334 -1.0463 -0.512
H 5.4195 0.8203 -1.8255 0.301
H 4.8506 1.2318 -0.1917 0.388
H 3.7056 1.2416 -1.5488 0.355
H 5.8438 -1.2314 0.3439 0.310
H 6.0378 -1.6744 -1.3677 0.342
H 4.8160 -3.3465 0.6639 0.298
H 4.7003 -3.6225 -1.0897 0.297
H 2.3945 -3.0618 -0.2829 0.259
C -5.2709 -1.5128 -2.3017 -1.588
C -4.2082 -0.5673 -1.8212 0.612
C -3.0906 -0.2861 -2.5904 -1.051
C -2.1340 0.6296 -2.1770 1.352
C -0.9861 0.9415 -3.0832 -1.361
C -2.2691 1.2517 -0.9346 -0.286
Te -0.7259 2.5638 -0.2024 -0.094
C -3.3976 0.9955 -0.1512 1.173
C -3.6095 1.6920 1.1582 -1.715
C -4.3468 0.0916 -0.6077 -0.707
H -4.8695 -2.2218 -3.0230 0.383
H -6.0721 -0.9525 -2.7880 0.319
H -5.7130 -2.0634 -1.4723 0.365
H -2.9624 -0.7736 -3.5464 0.316
H -1.0701 0.3940 -4.0178 0.387
H -0.0428 0.6664 -2.6088 -0.035
H -0.9640 2.0109 -3.2959 0.369
H -2.8067 1.4556 1.8605 0.207
H -4.5590 1.4077 1.6057 0.384
H -3.6002 2.7716 1.0038 0.374
H -5.2271 -0.0950 -0.0060 0.365
C -2.6219 -2.3070 1.7768 -1.065
C -1.6162 -1.3837 1.3472 0.252
N -0.7865 -0.6304 1.0426 -0.017
H -3.4318 -2.3403 1.0472 0.204
H -3.0146 -1.9865 2.7442 0.305
H -2.1945 -3.3062 1.8780 0.357
```

Results
Spin multiplicity: 2
LUMO (alpha / beta) in eV: -1.038 / -0.247
DFT total energy in eV: -95730.2439
HOMO level (alpha / beta) in eV: -7.475 / -7.600

***

(2)
C19H22F2N2O3S | wB97M-V/def2-TZVPD

XYZ file:
```
49
Properties=species:S:1:pos:R:3:mulliken_charge:R:1
C 2.9414 0.3317 -2.1420 -0.858
O 1.9378 1.2019 -1.6863 -0.369
C 1.4827 1.0724 -0.4007 1.039
C 2.0190 0.1679 0.5065 -0.336
C 1.5418 0.0719 1.8008 -1.091
C 0.5126 0.8938 2.2326 0.913
C -0.0385 0.7421 3.6240 -1.710
N -0.9595 -0.3956 3.7076 0.060
C -1.1136 -0.8497 5.0774 -1.143
C -2.2446 -0.0904 3.1021 -0.782
C -2.2276 -0.1568 1.5777 0.332
O -2.9829 0.4975 0.8972 -0.663
N -1.3451 -1.0868 1.1202 0.054
C -0.9407 -1.3234 -0.1873 0.199
C 0.0835 -2.2464 -0.4039 -0.552
C 0.5349 -2.5026 -1.6804 -0.855
C -0.0425 -1.8491 -2.7627 0.333
S 0.5802 -2.2838 -4.3783 -0.179
C 0.3400 -0.7633 -5.3510 0.197
F -0.9516 -0.5405 -5.6648 -0.231
F 0.7711 0.3310 -4.7017 -0.153
C -1.0736 -0.9465 -2.5629 -0.328
C -1.5133 -0.6777 -1.2804 -0.595
C -0.0190 1.8069 1.3377 -0.319
C 0.4308 1.9080 0.0242 0.134
O -0.2081 2.8547 -0.7104 -0.512
C -0.1156 2.8744 -2.1188 -0.475
H 3.8800 0.4749 -1.5961 0.389
H 2.6310 -0.7155 -2.0693 0.237
H 3.0902 0.5915 -3.1888 0.230
H 2.8284 -0.4768 0.2046 0.434
H 1.9790 -0.6480 2.4766 0.408
H 0.7879 0.5444 4.3109 0.606
H -0.5335 1.6744 3.9394 0.294
H -0.1383 -1.1322 5.4714 0.343
H -1.7569 -1.7288 5.0927 0.351
H -1.5489 -0.0850 5.7364 0.383
H -2.9740 -0.8387 3.4297 0.507
H -2.6330 0.8985 3.3928 0.335
H -0.7762 -1.5042 1.8503 0.289
H 0.5330 -2.7529 0.4374 0.395
H 1.3296 -3.2134 -1.8505 0.387
H 0.9096 -0.8793 -6.2839 0.256
H -1.5482 -0.4448 -3.3907 0.555
H -2.3048 0.0351 -1.1206 0.479
H -0.8197 2.4685 1.6290 0.419
H -0.8738 3.5878 -2.4415 0.305
H 0.8676 3.2077 -2.4566 0.261
H -0.3284 1.8951 -2.5493 0.026
```

Results
Relative energy (zero: lowest compared OMol25 entry of this formula, charge and spin) in kcal/mol: 26.7
SMILES: COc1ccc(CN(C)CC(=O)Nc2ccc(SC(F)F)cc2)cc1OC
LUMO in eV: 0.641
DFT total energy in eV: -45452.5691
HOMO level in eV: -7.776

***

(3)
C19H22FN2O2PdSe2 | wB97M-V/def2-TZVPD

XYZ file:
```
49
Properties=species:S:1:pos:R:3:mulliken_charge:R:1
Pd -0.2962 -0.7649 0.8299 0.733
O 2.6140 -4.8945 -2.6243 -0.529
C 1.2196 -4.5936 -2.4889 -1.418
C 0.9596 -3.5740 -1.3521 1.886
C 1.5373 -4.2445 -0.1063 -1.070
O 1.2855 -3.5454 1.1027 -0.264
C -0.5795 -3.4560 -1.3714 -1.403
Se -1.6784 -2.5218 -0.0306 -0.368
C 1.6611 -2.2788 -1.8053 -1.427
Se 1.7739 -0.7161 -0.6374 -0.519
H 2.7296 -5.3568 -3.4582 0.317
H 0.6670 -5.5170 -2.2756 0.444
H 0.8360 -4.1673 -3.4216 0.520
H 2.6148 -4.3656 -0.2623 0.429
H 1.0990 -5.2541 -0.0489 0.346
H 1.7318 -4.0342 1.8002 0.236
H -0.9989 -4.4664 -1.3559 0.412
H -0.8286 -3.0194 -2.3420 0.419
H 1.1428 -1.9564 -2.7128 0.375
H 2.6808 -2.5313 -2.0944 0.443
F 1.8179 3.9764 2.7430 -0.402
C 1.1245 2.8067 2.7568 0.442
C -0.2669 2.8749 2.7040 -0.529
C -0.9734 1.6966 2.6959 -0.285
C -0.3171 0.4480 2.7919 0.053
C -1.0885 -0.7886 2.7082 -1.234
C 1.0810 0.4288 2.8094 -0.081
C 1.8124 1.6262 2.7895 -0.666
H -0.7525 3.8383 2.6253 0.417
H -2.0519 1.7091 2.6005 0.291
H -2.1595 -0.6884 2.8688 0.348
H -0.6771 -1.6702 3.1922 0.299
H 1.5991 -0.5218 2.8256 0.370
H 2.8936 1.6267 2.7892 0.435
N -3.2871 2.7464 -1.1609 -0.061
C -2.8298 1.4963 -0.8079 -0.539
N -1.5698 1.4726 -0.5212 -0.071
C -1.1335 2.7734 -0.7045 0.304
C 0.1506 3.2952 -0.5549 -0.491
C 0.3206 4.6453 -0.7859 -0.679
C -0.7588 5.4654 -1.1626 -0.410
C -2.0347 4.9586 -1.3276 -0.942
C -2.1949 3.5944 -1.0968 0.626
H -4.2265 2.9785 -1.4238 0.171
H -3.4752 0.6294 -0.7864 0.480
H 0.9664 2.6381 -0.2792 0.457
H 1.3030 5.0858 -0.6737 0.404
H -0.5850 6.5209 -1.3325 0.362
H -2.8581 5.5952 -1.6270 0.368
```

Results
Relative energy (zero: lowest compared OMol25 entry of this formula, charge and spin) in kcal/mol: 26.3
Charge: -1
LUMO in eV: 2.755
DFT total energy in eV: -164026.3763
HOMO level in eV: -3.071

***

(4)
C19H22FNO3S | wB97M-V/def2-TZVPD

XYZ file:
```
47
Properties=species:S:1:pos:R:3:mulliken_charge:R:1
C 3.4969 3.0137 0.6071 -0.842
O 2.3923 2.3407 0.0310 -0.478
C 1.5048 1.8122 0.9529 0.282
C 0.2235 2.3468 1.0108 -0.479
C -0.7116 1.8651 1.9046 -0.416
C -0.3805 0.8343 2.7751 0.670
C -1.3966 0.2852 3.7390 -1.287
C -2.5435 -0.4147 2.9972 -0.764
N -2.0483 -1.3912 2.0552 -0.119
C -2.2409 -1.2709 0.7268 0.455
O -2.9432 -0.4165 0.2239 -0.624
C -1.4867 -2.2893 -0.1025 -0.836
S 0.2407 -1.7288 -0.2783 -0.235
C -0.0249 -0.2286 -1.2997 -0.285
C -0.5152 -0.5947 -2.6588 -0.125
C 0.3686 -1.0748 -3.6198 -0.389
C -0.0850 -1.4485 -4.8703 -0.689
C -1.4369 -1.3415 -5.1449 0.343
F -1.8869 -1.7065 -6.3653 -0.333
C -2.3393 -0.8748 -4.2077 -0.673
C -1.8705 -0.5029 -2.9600 -0.139
C 0.8891 0.2856 2.7030 -0.251
C 1.8387 0.7478 1.7991 0.318
O 3.0800 0.1562 1.8302 -0.545
C 3.5445 -0.3914 0.6087 -0.474
H 3.1655 3.9121 1.1389 0.317
H 4.1420 3.2998 -0.2221 0.291
H 4.0491 2.3744 1.3010 0.328
H -0.0196 3.1548 0.3375 0.426
H -1.6993 2.2993 1.9302 0.401
H -1.8203 1.0920 4.3401 0.369
H -0.9142 -0.4251 4.4133 0.359
H -3.2079 -0.9042 3.7177 0.361
H -3.1231 0.3032 2.4131 0.363
H -1.3688 -2.0556 2.3924 0.275
H -1.9195 -2.3756 -1.0989 0.460
H -1.4402 -3.2639 0.3790 0.500
H 0.9479 0.2590 -1.3312 0.461
H -0.7339 0.4004 -0.7640 0.167
H 1.4186 -1.1580 -3.3811 0.419
H 0.5891 -1.8184 -5.6265 0.429
H -3.3867 -0.8077 -4.4558 0.452
H -2.5596 -0.1386 -2.2118 0.437
H 1.1781 -0.5273 3.3527 0.371
H 4.5427 -0.7723 0.8176 0.290
H 3.5952 0.3532 -0.1887 0.288
H 2.8959 -1.2140 0.2894 0.151
```

Results
Relative energy (zero: lowest compared OMol25 entry of this formula, charge and spin) in kcal/mol: 12.0
SMILES: COc1ccc(CCNC(=O)CSCc2ccc(F)cc2)cc1OC
LUMO in eV: 0.546
DFT total energy in eV: -41245.3917
HOMO level in eV: -8.418

***

M: 596.217; 396.459; 593.735; 363.454 (g mol⁻¹)